1.
C23H43Cl2EuFN3O4Si | ωB97M-V/def2-TZVPD

## Properties
⟨S²⟩: 15.759
Energy in Eh: -3387.7826
Spin multiplicity: 8
Lowest unoccupied orbital energy (spin up / spin down) in eV: 2.367 / 2.367
Total charge: -1
Molecular weight in g/mol: 695.57

Element x y z (Å)
C: 3.255 -1.961 -7.135
C: 2.561 -1.420 -8.344
H: 3.420 -3.036 -7.249
H: 2.669 -1.784 -6.226
H: 4.238 -1.483 -7.001
C: 2.559 -2.027 -9.542
C: 3.313 -3.282 -9.855
H: 2.018 -1.590 -10.389
H: 3.242 -4.033 -9.060
H: 4.379 -3.090 -10.046
H: 2.892 -3.713 -10.767
Eu: 0.196 -0.041 -0.629
Cl: 1.732 -1.329 -2.432
C: -0.455 2.485 -2.157
O: -1.137 1.467 -1.884
N: -0.943 3.420 -2.966
C: -2.312 3.256 -3.443
C: -0.094 4.440 -3.553
H: 0.564 2.659 -1.728
H: -2.872 2.624 -2.747
H: -2.324 2.801 -4.442
H: -2.754 4.251 -3.504
H: 0.845 4.424 -2.987
H: -0.604 5.404 -3.453
H: 0.090 4.221 -4.615
H: -3.744 2.166 3.279
H: -1.850 2.270 5.212
C: -3.472 1.099 3.254
C: -1.668 1.216 4.939
N: -2.069 0.922 3.571
H: -3.651 0.690 2.263
C: -1.183 0.628 2.606
O: -1.471 0.485 1.399
H: -0.598 0.999 5.035
H: -0.152 0.507 2.970
H: -4.083 0.584 4.010
H: -2.236 0.603 5.659
H: 0.965 -4.743 -1.158
H: 0.042 -3.122 -3.216
C: -0.087 -4.817 -0.857
C: -0.880 -3.605 -2.855
N: -0.877 -3.735 -1.408
H: -0.156 -4.760 0.232
C: -1.294 -2.734 -0.633
O: -1.603 -1.600 -1.048
H: -1.754 -3.030 -3.186
H: -1.324 -2.978 0.450
H: -0.495 -5.764 -1.229
H: -0.926 -4.628 -3.256
O: 0.700 -0.460 -7.323
C: 1.826 -0.118 -8.108
C: 0.446 0.437 -10.213
C: 1.535 0.688 -9.380
H: -0.290 -0.320 -9.920
C: 0.325 1.143 -11.421
H: 2.487 0.503 -7.490
C: 2.508 1.623 -9.755
H: -0.535 0.952 -12.060
C: 1.305 2.065 -11.806
C: 2.405 2.300 -10.971
H: 3.355 1.777 -9.085
H: 1.219 2.591 -12.764
H: 3.185 3.001 -11.266
Si: -0.479 0.287 -6.373
Cl: 1.158 -2.229 0.967
C: -2.114 -0.351 -7.005
C: -0.380 2.111 -6.700
C: -0.097 -0.269 -4.669
H: -2.220 -0.220 -8.090
H: -2.942 0.185 -6.519
H: -2.215 -1.424 -6.792
H: -0.027 -1.359 -4.638
H: -0.858 0.038 -3.945
H: 0.869 0.095 -4.307
H: -0.418 2.327 -7.782
H: 0.558 2.538 -6.312
H: -1.234 2.624 -6.230
F: 1.379 1.659 -0.006

Atoms 1-6, force components in eV/Å:
0.1560 -0.2106 0.0546
-0.1007 -0.0830 -1.0837
0.0434 0.1683 0.2179
0.0842 -0.0234 -0.1382
-0.2036 -0.0736 0.0028
0.1267 0.5208 0.5187

Mulliken population analysis, charges in e, atoms 1 to 2:
1. C -1.3318
2. C 0.2538

2.
C23H43CoN2OP3Se | ωB97M-V/def2-TZVPD

## Properties
⟨S²⟩: 6.056
Energy in Eh: -5894.1901
Spin multiplicity: 5
Lowest unoccupied orbital energy (spin up / spin down) in eV: -9.474 / -12.043
Total charge: +3
Molecular weight in g/mol: 594.43

Element x y z (Å)
Co: -0.328 0.595 -0.003
P: 0.912 1.658 -1.603
P: 1.307 1.054 1.592
P: -1.820 -0.297 -1.452
H: -1.504 1.452 2.272
C: -1.821 0.735 1.513
C: -1.353 -0.601 1.612
H: -0.657 -0.886 2.395
C: 0.254 3.359 -1.833
C: 2.719 2.068 -1.501
C: 0.937 1.097 -3.365
C: 1.047 0.522 3.337
C: 3.071 0.538 1.511
C: 1.457 2.877 1.794
C: -3.207 -1.330 -0.812
C: -1.339 -1.401 -2.841
C: -2.703 1.025 -2.359
H: -2.838 0.874 1.123
H: -2.002 -1.401 1.271
H: 0.858 3.882 -2.588
H: 0.304 3.906 -0.882
H: -0.791 3.319 -2.172
H: 2.959 2.759 -2.326
H: 3.350 1.177 -1.627
H: 2.972 2.568 -0.559
H: 1.536 1.811 -3.951
H: -0.073 1.070 -3.789
H: 1.412 0.109 -3.441
H: 1.684 1.119 4.000
H: 1.328 -0.533 3.428
H: 0.007 0.637 3.648
H: 3.674 1.154 2.193
H: 3.505 0.612 0.513
H: 3.145 -0.508 1.827
H: 1.947 3.080 2.757
H: 0.454 3.330 1.791
H: 2.047 3.327 0.987
H: -3.944 -1.486 -1.611
H: -3.698 -0.848 0.038
H: -2.828 -2.309 -0.493
H: -2.229 -1.618 -3.449
H: -0.942 -2.347 -2.454
H: -0.581 -0.940 -3.479
H: -3.606 0.597 -2.818
H: -2.063 1.442 -3.148
H: -2.984 1.832 -1.664
C: -3.838 4.129 1.601
C: -4.033 3.242 2.677
C: -5.061 3.475 3.606
C: -5.877 4.611 3.492
C: -5.653 5.525 2.448
C: -4.644 5.291 1.519
Se: -2.586 3.908 0.185
H: -1.898 2.598 0.625
H: -3.386 2.368 2.774
H: -5.229 2.768 4.423
H: -6.682 4.781 4.215
H: -6.273 6.421 2.359
H: -4.470 5.999 0.704
N: 5.110 -3.366 -1.421
C: 4.299 -2.284 -1.246
O: 4.741 -1.130 -1.325
C: 2.867 -2.558 -0.926
C: 2.297 -3.822 -0.744
C: 0.964 -3.911 -0.343
C: 0.241 -2.735 -0.101
N: 0.776 -1.527 -0.303
C: 2.034 -1.438 -0.746
H: 6.070 -3.180 -1.658
H: 4.780 -4.318 -1.424
H: 2.890 -4.719 -0.909
H: 0.458 -4.866 -0.206
H: -0.797 -2.792 0.246
H: 2.398 -0.430 -0.932

Atoms 1-6, force components in eV/Å:
1.2765 -1.9551 0.3220
1.4024 1.6983 -2.1871
2.1839 0.6246 1.6994
-1.7800 -1.1890 -2.3832
0.2894 -0.0506 -0.3122
-0.5876 -2.8102 1.5333

Mulliken population analysis, charges in e, atoms 1 to 2:
1. Co 0.3744
2. P 0.6645

3.
C23H43FO5Si2 | ωB97M-V/def2-TZVPD

## Properties
Energy in Eh: -1957.1434
Lowest unoccupied orbital energy in eV: -0.617
Molecular weight in g/mol: 474.76

Element x y z (Å)
C: 1.738 -4.066 2.747
C: 1.925 -2.956 1.944
Si: 2.230 -1.216 2.533
O: 0.937 -0.546 3.345
Si: -0.570 -1.245 3.066
C: -1.985 -0.007 3.149
C: -2.167 0.892 1.902
C: -1.981 0.195 0.556
C: -2.386 1.237 -0.532
C: -2.911 -1.011 0.366
C: -2.650 -1.758 -0.978
C: -1.824 -3.026 -0.862
C: -0.609 -3.099 -1.389
C: -0.078 -4.349 -2.049
C: 0.351 -1.904 -1.336
C: 2.618 -0.128 1.001
F: 1.509 0.650 0.624
C: 3.841 0.795 1.249
C: 3.645 2.204 0.668
H: 2.541 -4.655 3.192
H: 0.718 -4.436 2.910
H: 1.819 -3.105 0.859
H: 3.433 -1.208 3.391
H: -0.820 -2.310 4.064
H: -0.621 -1.894 1.737
H: -1.752 0.667 3.986
H: -2.903 -0.516 3.453
H: -3.208 1.246 1.919
H: -1.564 1.800 1.944
H: -0.942 -0.041 0.326
H: -3.474 1.344 -0.547
H: -1.977 2.212 -0.249
H: -2.011 0.969 -1.519
H: -3.953 -0.676 0.359
H: -2.788 -1.761 1.153
H: -2.193 -1.142 -1.750
H: -3.637 -2.063 -1.365
H: -2.189 -3.936 -0.387
H: 1.011 -4.291 -2.153
H: -0.268 -5.249 -1.454
H: -0.477 -4.479 -3.056
H: 1.357 -2.219 -1.612
H: 0.022 -1.056 -1.943
H: 0.378 -1.597 -0.291
H: 2.856 -0.806 0.169
H: 4.754 0.336 0.867
H: 3.955 0.897 2.334
H: 4.587 2.752 0.649
H: 2.849 2.733 1.187
H: 3.331 2.094 -0.375
O: 7.935 4.208 0.202
C: 7.267 5.118 0.594
O: 5.908 5.090 0.611
C: 5.398 6.366 1.033
C: 6.534 7.016 1.806
C: 7.763 6.460 1.095
H: 5.118 6.938 0.145
H: 4.513 6.214 1.647
H: 6.481 8.103 1.816
H: 6.523 6.670 2.841
H: 8.051 7.070 0.238
H: 8.605 6.334 1.770
O: -6.640 -0.902 -1.668
C: -6.564 -1.482 -2.711
O: -5.428 -2.092 -3.140
C: -5.621 -2.602 -4.470
C: -7.126 -2.755 -4.627
C: -7.653 -1.620 -3.756
H: -5.200 -1.886 -5.180
H: -5.096 -3.549 -4.571
H: -7.457 -2.709 -5.663
H: -7.445 -3.713 -4.214
H: -7.731 -0.682 -4.308
H: -8.605 -1.866 -3.292

Atoms 1-6, force components in eV/Å:
-0.4961 0.2393 -0.3405
1.4128 -0.2618 -0.0248
1.5345 0.0198 -0.2755
-0.2299 -1.0573 -0.6945
-0.6149 0.3141 0.0979
0.9347 0.7084 0.3207

Mulliken population analysis, charges in e, atoms 1 to 2:
1. C -0.5679
2. C -0.1940

4.
C23H43Ge2MoN5OS2 | ωB97M-V/def2-TZVPD

## Properties
⟨S²⟩: 2.046
Energy in Eh: -6269.4873
Spin multiplicity: 3
Lowest unoccupied orbital energy (spin up / spin down) in eV: 4.484 / 4.473
Total charge: -2
Molecular weight in g/mol: 710.93

Element x y z (Å)
Mo: 0.537 -0.263 -0.431
N: 2.158 -4.130 -0.434
C: 1.900 -2.767 -0.080
O: 0.861 -2.182 -0.496
C: 2.930 -1.997 0.685
C: 2.485 -0.527 0.667
H: 1.472 -4.425 -1.126
H: 3.097 -4.230 -0.821
H: 3.924 -2.136 0.228
H: 2.992 -2.404 1.710
H: 3.273 0.071 0.198
H: 2.419 -0.169 1.701
S: -1.467 -1.333 -1.650
C: -2.626 -0.427 -2.592
C: -3.739 -1.146 -3.010
C: -4.738 -0.577 -3.777
C: -4.628 0.757 -4.140
C: -3.524 1.486 -3.745
C: -2.496 0.931 -2.972
S: -1.149 1.911 -2.552
H: -3.800 -2.187 -2.719
H: -5.590 -1.171 -4.093
H: -5.408 1.224 -4.736
H: -3.429 2.525 -4.042
C: -0.107 2.764 3.591
Ge: 0.233 2.989 1.595
C: 1.923 4.127 1.685
C: -1.254 4.206 0.992
C: 0.347 1.362 0.599
H: 0.007 3.717 4.105
H: 0.608 2.070 4.028
H: -1.106 2.391 3.803
H: 1.800 5.000 2.324
H: 2.226 4.462 0.698
H: 2.731 3.522 2.092
H: -1.268 5.167 1.503
H: -2.208 3.712 1.161
H: -1.166 4.377 -0.077
H: 0.277 1.530 -0.533
C: -2.396 -2.133 1.325
N: -1.206 -1.402 1.721
C: -0.334 -2.289 2.462
N: -0.992 -2.824 3.666
C: -2.202 -3.520 3.239
N: -3.114 -2.663 2.495
C: -3.461 -1.536 3.352
N: -2.293 -0.779 3.785
C: -1.596 -0.301 2.581
C: -1.398 -1.688 4.486
H: -2.113 -2.958 0.669
H: -3.062 -1.467 0.772
H: 0.555 -1.732 2.769
H: -0.038 -3.129 1.826
H: -2.721 -3.892 4.133
H: -1.921 -4.371 2.611
H: -3.983 -1.920 4.240
H: -4.131 -0.867 2.805
H: -0.704 0.252 2.874
H: -2.255 0.371 2.027
H: -1.909 -2.070 5.380
H: -0.504 -1.138 4.794
C: 3.480 0.215 -4.991
Ge: 3.103 0.767 -3.069
C: 4.924 0.605 -2.206
C: 2.785 2.731 -3.188
C: 1.630 -0.338 -2.392
H: 4.293 0.785 -5.432
H: 2.593 0.379 -5.597
H: 3.738 -0.839 -5.061
H: 5.693 1.011 -2.860
H: 5.176 -0.430 -1.992
H: 4.951 1.157 -1.272
H: 3.491 3.212 -3.864
H: 2.872 3.193 -2.209
H: 1.777 2.913 -3.547
H: 1.948 -1.381 -2.550
H: 0.836 -0.151 -3.122

Atoms 1-6, force components in eV/Å:
-0.0438 1.8400 0.4639
-0.5153 0.9437 -0.0731
0.3812 -0.5858 -0.7050
1.1987 -2.8890 0.6296
-0.4061 0.0412 -0.0729
0.2890 0.1328 0.2397

Mulliken population analysis, charges in e, atoms 1 to 2:
1. Mo -0.9516
2. N -0.6982

5.
C23H43N2O2P3Pb | ωB97M-V/def2-TZVPD

## Properties
Energy in Eh: -2377.3965
Lowest unoccupied orbital energy (spin up / spin down) in eV: -15.709 / -14.057
Total charge: +4
Molecular weight in g/mol: 679.73

Element x y z (Å)
Pb: 0.121 0.015 0.080
P: 2.458 -0.159 -1.713
P: 0.242 2.895 -1.256
P: -1.475 -0.366 -2.741
H: -3.019 -4.737 4.863
C: -2.983 -5.345 3.945
C: -1.845 -5.844 3.421
H: -0.860 -5.745 3.907
C: 4.017 -0.099 -0.752
C: 2.867 0.907 -3.153
C: 2.583 -1.835 -2.450
C: -1.267 3.821 -0.752
C: 1.491 4.020 -0.529
C: 0.350 3.400 -3.022
C: -1.776 -2.169 -2.521
C: -1.089 -0.300 -4.548
C: -3.199 0.242 -2.756
H: -3.964 -5.614 3.515
H: -1.884 -6.471 2.514
H: 3.870 -0.621 0.202
H: 4.274 0.948 -0.552
H: 4.825 -0.580 -1.317
H: 2.966 1.945 -2.813
H: 2.055 0.850 -3.890
H: 3.809 0.589 -3.622
H: 2.156 -2.574 -1.755
H: 3.638 -2.079 -2.643
H: 2.020 -1.859 -3.394
H: -1.565 4.560 -1.523
H: -1.066 4.326 0.211
H: -2.075 3.077 -0.611
H: 1.606 4.937 -1.124
H: 2.445 3.484 -0.488
H: 1.209 4.302 0.504
H: -0.383 4.188 -3.250
H: 0.132 2.511 -3.631
H: 1.370 3.750 -3.240
H: -2.387 -2.558 -3.347
H: -2.284 -2.357 -1.564
H: -0.819 -2.709 -2.491
H: -1.639 -1.059 -5.125
H: -0.010 -0.470 -4.690
H: -1.328 0.694 -4.955
H: -3.867 -0.406 -3.332
H: -3.217 1.256 -3.169
H: -3.560 0.294 -1.725
C: -0.914 -2.817 1.296
C: -1.939 -2.134 2.029
C: -3.233 -2.599 1.821
C: -3.488 -3.756 1.063
C: -2.444 -4.599 0.667
C: -1.140 -4.181 0.918
O: 0.147 -2.225 0.824
H: -1.765 -0.308 -0.362
H: -1.717 -1.255 2.656
H: -4.079 -2.068 2.260
H: -4.524 -4.029 0.834
H: -2.715 -5.572 0.222
H: -0.243 -4.793 0.802
N: 1.305 5.009 4.434
C: 1.177 4.367 3.219
O: 0.943 4.985 2.171
C: 1.447 2.900 3.249
C: 2.407 2.350 4.108
C: 2.762 1.010 3.960
C: 2.176 0.247 2.948
N: 1.221 0.769 2.156
C: 0.821 2.049 2.338
H: 1.023 5.986 4.405
H: 1.034 4.483 5.266
H: 2.847 3.004 4.859
H: 3.483 0.505 4.594
H: 2.484 -0.792 2.807
H: -0.021 2.410 1.737

Atoms 1-6, force components in eV/Å:
0.3183 1.5047 -1.1869
1.5094 -1.5355 -0.6545
-0.5796 2.1751 0.3381
-1.1776 -0.6282 -1.1262
0.1901 -0.1797 -0.4787
-3.3066 1.0367 1.6150

Mulliken population analysis, charges in e, atoms 1 to 2:
1. Pb 1.4568
2. P 0.7866

6.
C23H44Br10N3O3 | ωB97M-V/def2-TZVPD

## Properties
Energy in Eh: -27032.5969
Lowest unoccupied orbital energy in eV: -2.432
Total charge: +1
Molecular weight in g/mol: 1209.66

Element x y z (Å)
C: -0.834 3.686 -1.187
C: -0.456 2.451 -2.141
O: -1.024 2.193 -3.181
O: 0.616 1.672 -1.833
C: 1.747 1.959 -2.687
C: 2.872 1.060 -2.193
C: 3.558 1.667 -0.919
C: 3.494 0.620 0.215
C: 4.716 0.648 1.206
C: 4.135 0.511 2.590
C: 3.973 1.492 3.475
N: 3.353 0.844 4.539
C: 3.180 -0.410 4.284
N: 3.654 -0.686 3.073
C: 3.647 -1.958 2.348
C: 2.928 -3.070 3.091
O: 3.528 -4.308 2.712
C: 1.365 -3.090 2.878
N: 0.868 -2.423 1.691
H: -0.010 4.410 -1.140
H: -1.698 4.177 -1.633
H: -1.137 3.385 -0.193
H: 2.003 3.023 -2.626
H: 1.486 1.711 -3.720
H: 2.417 0.092 -1.980
H: 3.641 0.987 -2.967
H: 2.901 2.493 -0.629
H: 4.562 2.035 -1.129
H: 2.606 0.857 0.814
H: 3.352 -0.401 -0.144
H: 5.416 -0.163 0.986
H: 5.272 1.585 1.146
H: 4.224 2.533 3.397
H: 3.032 1.249 5.410
H: 2.701 -1.140 4.913
H: 3.282 -1.831 1.333
H: 4.695 -2.261 2.235
H: 3.098 -2.985 4.176
H: 3.214 -4.942 3.372
H: 0.899 -2.723 3.800
H: 1.084 -4.145 2.791
H: 1.312 -2.782 0.855
H: 0.905 -1.413 1.750
Br: 1.387 -2.096 -7.739
C: 0.889 -0.972 -6.227
C: 0.227 0.300 -6.678
Br: 1.527 1.575 -7.367
H: 1.794 -0.800 -5.652
H: 0.200 -1.575 -5.641
H: -0.247 0.801 -5.837
H: -0.507 0.140 -7.462
Br: 0.690 2.091 2.745
C: -0.126 3.788 3.252
C: 0.489 4.332 4.514
Br: -0.150 3.383 6.088
H: -1.193 3.609 3.338
H: 0.061 4.459 2.416
H: 0.196 5.369 4.664
H: 1.572 4.259 4.522
Br: -2.601 1.884 -1.428
C: -3.419 0.249 -0.712
C: -4.840 0.087 -1.179
Br: -6.042 1.269 -0.207
H: -3.334 0.295 0.370
H: -2.797 -0.562 -1.088
H: -5.200 -0.919 -0.973
H: -4.969 0.304 -2.236
Br: 1.714 -3.951 -1.687
C: 0.102 -4.773 -2.412
C: -0.311 -4.123 -3.705
Br: -1.162 -2.395 -3.425
H: -0.655 -4.713 -1.637
H: 0.363 -5.815 -2.582
H: -1.060 -4.729 -4.211
H: 0.526 -3.949 -4.376
Br: -8.054 -1.781 2.368
C: -9.801 -1.193 1.743
C: -9.811 0.283 1.449
Br: -9.888 1.338 3.082
H: -10.520 -1.481 2.503
H: -9.987 -1.763 0.836
H: -10.706 0.554 0.892
H: -8.932 0.611 0.903

Atoms 1-6, force components in eV/Å:
1.5114 -0.0145 -1.1446
0.5555 0.9961 -1.4625
1.8891 1.8011 -0.7869
0.5479 0.8103 1.1836
0.1001 -0.7248 -0.3168
0.5300 1.2287 0.1576

Mulliken population analysis, charges in e, atoms 1 to 2:
1. C -1.3124
2. C 0.6742